94
Properties=species:S:1:pos:R:3:lowdin_charge:R:1 method="wB97M-V/def2-TZVPD" homo_lumo_gap_ha="0.27103 / 0.26694" lumo_energy_ev="0.1 / -0.2" relative_energy_kj_mol=0.0 multiplicity=5
Fe -1.24 1.47 -0.76 0.250
O -1.02 -0.23 3.38 -0.067
C -1.48 0.34 2.32 -0.602
O -0.94 0.15 1.19 -0.230
C -2.65 1.20 2.52 -0.130
C -3.15 1.34 3.82 -0.038
C -4.34 1.99 4.11 -0.100
C -5.13 2.56 3.11 -0.095
C -4.61 2.53 1.83 -0.189
C -3.33 1.98 1.52 -0.531
S -2.94 2.60 -0.09 0.600
H -2.54 0.97 4.64 0.117
H -4.71 2.00 5.15 0.105
H -6.06 3.13 3.26 0.110
H -5.18 2.93 0.99 0.073
Cl -1.68 -0.42 -2.12 0.531
C -3.00 -1.71 -2.19 -0.866
Cl -4.46 -0.82 -1.78 0.547
H -2.81 -2.42 -1.38 -0.014
H -2.99 -2.13 -3.16 0.022
C 0.64 -2.64 1.88 -0.440
C 1.78 -2.25 0.98 -0.443
As 1.61 -0.45 0.17 1.316
C 2.84 -0.66 -1.28 -0.430
C 3.46 0.51 -1.71 -0.152
C 3.93 0.62 -3.01 -0.100
C 3.77 -0.43 -3.92 -0.097
C 3.23 -1.65 -3.46 -0.098
C 2.77 -1.77 -2.15 -0.108
C 2.83 0.47 1.39 -0.392
C 2.36 1.43 2.28 -0.109
C 3.23 2.18 3.07 -0.083
C 4.61 1.95 2.94 -0.106
C 5.09 0.95 2.11 -0.095
C 4.19 0.14 1.39 -0.120
As -0.89 -3.22 0.75 1.332
C -0.34 -4.96 -0.09 -0.395
C -0.35 -6.16 0.59 -0.136
C -0.32 -7.39 -0.13 -0.081
C -0.15 -7.37 -1.51 -0.104
C 0.00 -6.15 -2.17 -0.102
C -0.14 -4.96 -1.47 -0.156
C -1.96 -3.90 2.26 -0.397
C -2.89 -4.92 1.98 -0.147
C -4.03 -5.06 2.77 -0.093
C -4.22 -4.23 3.88 -0.097
C -3.25 -3.28 4.22 -0.066
C -2.12 -3.12 3.39 -0.098
H 0.27 -1.78 2.47 0.036
H 0.93 -3.54 2.49 0.096
H 1.91 -3.00 0.21 0.025
H 2.76 -2.23 1.53 0.086
H 3.42 1.40 -1.06 0.099
H 4.33 1.56 -3.42 0.100
H 4.17 -0.31 -4.92 0.095
H 3.03 -2.51 -4.12 0.109
H 2.29 -2.72 -1.78 0.093
H 1.30 1.56 2.35 0.087
H 2.81 2.89 3.78 0.105
H 5.36 2.54 3.52 0.111
H 6.16 0.78 1.98 0.104
H 4.55 -0.71 0.79 0.109
H -0.58 -6.22 1.68 0.113
H -0.40 -8.33 0.46 0.113
H -0.30 -8.27 -2.12 0.103
H 0.09 -6.09 -3.29 0.116
H -0.14 -4.01 -1.99 0.080
H -2.68 -5.61 1.18 0.078
H -4.73 -5.88 2.50 0.108
H -5.06 -4.39 4.53 0.090
H -3.41 -2.60 5.05 0.102
H -1.38 -2.34 3.57 0.067
C 1.42 5.58 -4.49 -0.070
C 0.42 5.94 -3.41 -0.186
N 0.36 4.94 -2.27 -0.052
C 0.82 5.41 -0.93 -0.185
C 2.27 5.86 -0.89 -0.070
C -0.25 3.74 -2.46 -0.390
C -1.29 3.52 -3.51 -0.004
N 0.01 2.65 -1.69 -0.016
H 1.15 6.11 -5.42 0.089
H 1.33 4.54 -4.68 0.059
H 2.45 5.80 -4.24 0.075
H -0.60 5.97 -3.84 0.106
H 0.67 6.93 -2.98 0.121
H 0.64 4.56 -0.28 0.106
H 0.11 6.17 -0.60 0.126
H 2.83 5.21 -1.51 0.062
H 2.68 5.77 0.14 0.091
H 2.40 6.89 -1.24 0.075
H -2.35 3.63 -3.13 0.115
H -1.08 2.49 -3.87 0.097
H -1.11 4.29 -4.28 0.066
H 0.96 2.66 -1.34 0.064



98
Properties=species:S:1:pos:R:3:lowdin_charge:R:1 method="wB97M-V/def2-TZVPD" homo_lumo_gap_ha="0.25178 / 0.25314" lumo_energy_ev="-2.7 / -2.7" relative_energy_kj_mol=23.8 multiplicity=2 total_charge=+1
Ti 0.01 -1.24 1.51 0.873
C -4.95 -2.57 3.99 -0.005
N -3.51 -2.68 3.70 -0.109
C -2.65 -3.54 4.33 -0.025
C -1.43 -3.34 3.75 -0.071
N -1.55 -2.39 2.77 0.002
C -2.81 -2.01 2.76 -0.430
P -3.48 -0.68 1.68 1.203
C -2.74 -1.30 0.16 -0.484
N -1.50 -1.78 0.08 -0.070
C -1.43 -2.48 -1.09 -0.099
C -2.62 -2.40 -1.74 -0.013
N -3.45 -1.65 -0.93 -0.101
C -4.83 -1.27 -1.26 -0.005
C -2.29 0.57 2.26 -0.454
N -1.01 0.30 2.49 -0.044
C -0.57 1.20 3.42 -0.090
C -1.60 2.04 3.74 -0.023
N -2.68 1.62 3.01 -0.107
C -4.01 2.25 3.02 -0.005
H -5.18 -3.21 4.83 0.095
H -5.54 -2.89 3.14 0.093
H -5.21 -1.54 4.25 0.084
H -2.97 -4.20 5.12 0.130
H -0.50 -3.84 3.96 0.114
H -0.52 -2.98 -1.40 0.106
H -2.94 -2.77 -2.70 0.135
H -5.14 -1.84 -2.13 0.096
H -4.88 -0.21 -1.49 0.096
H -5.50 -1.50 -0.44 0.078
H 0.45 1.21 3.76 0.111
H -1.64 2.89 4.40 0.135
H -3.91 3.24 3.45 0.097
H -4.71 1.67 3.61 0.088
H -4.37 2.34 2.00 0.091
N 2.62 -2.14 4.76 0.220
C 1.98 -2.38 3.61 -0.472
O 1.23 -1.48 3.12 -0.145
C 2.12 -3.64 2.96 -0.181
C 1.42 -3.62 1.74 -0.122
N 0.77 -3.23 0.86 0.143
C 2.81 -4.74 3.52 -0.220
N 3.34 -5.64 4.02 0.152
H 2.56 -1.23 5.17 0.123
H 3.29 -2.80 5.12 0.118
C 2.10 6.50 -2.09 -0.043
C 1.70 5.07 -1.85 -0.257
C 2.02 4.07 -2.75 -0.013
C 1.68 2.73 -2.55 -0.253
C 2.18 1.79 -3.64 -0.040
C 0.95 2.38 -1.41 -0.283
As 0.10 0.65 -1.00 1.357
N 1.11 -0.04 0.45 -0.332
C 2.43 0.50 0.67 -0.342
C 3.31 0.78 -0.38 -0.059
C 4.57 1.31 -0.15 -0.061
C 5.00 1.58 1.14 -0.090
C 4.14 1.32 2.19 -0.081
C 2.87 0.79 1.96 -0.057
C 0.39 -0.44 -2.61 -0.321
C 1.24 -1.53 -2.82 -0.290
C 2.28 -2.04 -1.84 -0.058
C 1.18 -2.22 -4.04 -0.014
C 0.30 -1.87 -5.05 -0.259
C 0.27 -2.61 -6.36 -0.043
C -0.57 -0.81 -4.81 -0.023
C -0.54 -0.10 -3.62 -0.314
C -1.54 1.04 -3.49 -0.080
C 0.64 3.39 -0.47 -0.275
C -0.07 3.09 0.83 -0.085
C 1.02 4.70 -0.70 -0.014
H 2.59 6.62 -3.06 0.076
H 2.79 6.85 -1.32 0.085
H 1.23 7.16 -2.06 0.083
H 2.59 4.33 -3.64 0.119
H 3.10 2.20 -4.06 0.086
H 1.46 1.70 -4.45 0.091
H 2.39 0.79 -3.29 0.049
H 3.00 0.58 -1.40 0.071
H 5.22 1.52 -1.00 0.109
H 5.98 2.00 1.32 0.103
H 4.44 1.53 3.21 0.102
H 2.22 0.60 2.80 0.066
H 2.10 -1.72 -0.82 0.025
H 3.28 -1.71 -2.13 0.091
H 2.29 -3.13 -1.86 0.083
H 1.85 -3.05 -4.19 0.122
H 0.94 -3.47 -6.35 0.076
H 0.59 -1.96 -7.18 0.086
H -0.73 -2.96 -6.60 0.081
H -1.28 -0.52 -5.58 0.120
H -2.16 1.09 -4.38 0.078
H -1.05 2.00 -3.37 0.072
H -2.19 0.91 -2.63 0.047
H -1.05 2.64 0.66 0.055
H -0.20 4.01 1.40 0.082
H 0.52 2.39 1.43 0.048
H 0.78 5.45 0.04 0.119



100
Properties=species:S:1:pos:R:3:lowdin_charge:R:1 method="wB97M-V/def2-TZVPD" homo_lumo_gap_ha="0.13270 / 0.13265" lumo_energy_ev="-9.8 / -9.8" relative_energy_kj_mol=60.0 total_charge=+3
Nb -1.40 1.02 -1.34 1.705
N -3.03 5.09 -0.12 0.113
C -2.27 4.16 -0.73 -0.794
S -1.11 3.12 0.09 0.644
N -2.46 4.01 -2.04 -0.041
N -1.74 2.98 -2.57 -0.218
C -1.32 3.17 -3.81 -0.006
C -0.20 2.51 -4.39 -0.125
C 0.27 2.82 -5.68 -0.025
C 1.18 2.05 -6.31 -0.043
C 1.80 0.99 -5.62 -0.024
C 1.48 0.68 -4.33 0.003
C 0.49 1.43 -3.69 -0.283
O 0.19 1.23 -2.42 -0.286
H -2.78 5.57 0.77 0.140
H -3.58 5.68 -0.77 0.140
H -1.84 3.94 -4.38 0.154
H -0.16 3.67 -6.20 0.134
H 1.50 2.26 -7.34 0.136
H 2.62 0.43 -6.10 0.135
H 1.92 -0.15 -3.78 0.127
C -4.17 -2.05 1.24 0.076
O -4.65 -1.28 0.05 0.030
C -3.95 -0.36 -0.60 -0.445
O -2.73 -0.12 -0.31 -0.192
N -4.51 0.51 -1.47 0.121
N -3.55 1.26 -2.21 -0.021
H -5.02 -2.65 1.57 0.111
H -3.84 -1.33 2.00 0.106
H -3.36 -2.72 0.93 0.101
H -5.48 0.44 -1.80 0.194
H -3.70 2.27 -2.15 0.094
H -3.48 1.00 -3.24 0.073
C 1.82 1.09 1.37 -0.350
C 2.84 0.21 2.10 -0.419
As 4.11 1.17 3.34 1.309
C 4.41 -0.37 4.43 -0.455
C 4.24 -0.39 5.81 -0.105
C 4.17 -1.65 6.42 -0.071
C 4.43 -2.83 5.75 -0.089
C 4.88 -2.78 4.46 -0.082
C 4.83 -1.55 3.79 -0.122
C 2.73 2.06 4.42 -0.421
C 2.89 3.44 4.68 -0.119
C 1.95 4.12 5.46 -0.071
C 0.94 3.37 6.06 -0.092
C 0.82 2.01 5.90 -0.098
C 1.71 1.32 5.07 -0.122
P 0.43 0.05 0.61 1.027
C 1.34 -1.24 -0.36 -0.363
C 2.60 -0.97 -0.91 -0.110
C 3.37 -2.00 -1.48 -0.052
C 2.94 -3.31 -1.40 -0.051
C 1.62 -3.55 -1.05 -0.074
C 0.80 -2.53 -0.60 -0.126
C -0.16 -0.85 2.08 -0.344
C 0.24 -2.19 2.36 -0.072
C -0.13 -2.76 3.57 -0.061
C -0.91 -2.10 4.47 -0.049
C -1.27 -0.77 4.24 -0.095
C -0.94 -0.14 3.08 -0.104
H 2.25 1.70 0.59 0.077
H 1.27 1.75 2.05 0.069
H 3.45 -0.28 1.33 0.047
H 2.43 -0.58 2.73 0.050
H 4.07 0.53 6.35 0.111
H 3.83 -1.66 7.45 0.111
H 4.33 -3.79 6.29 0.121
H 5.14 -3.66 3.92 0.099
H 5.15 -1.48 2.75 0.093
H 3.67 4.03 4.19 0.097
H 2.06 5.19 5.70 0.117
H 0.22 3.89 6.71 0.118
H 0.13 1.48 6.54 0.105
H 1.65 0.25 4.86 0.099
H 3.00 0.04 -0.87 0.114
H 4.31 -1.73 -1.97 0.123
H 3.65 -4.09 -1.73 0.135
H 1.24 -4.58 -1.06 0.125
H -0.22 -2.77 -0.31 0.105
H 0.84 -2.76 1.69 0.082
H 0.14 -3.82 3.71 0.130
H -1.21 -2.58 5.41 0.129
H -1.82 -0.19 5.01 0.130
H -1.35 0.87 2.89 0.113
C -3.58 -2.96 -6.43 0.004
N -3.11 -1.98 -5.47 -0.055
C -2.18 -2.27 -4.34 0.021
C -2.15 -0.90 -3.77 -0.363
O -1.46 -0.69 -2.67 -0.153
N -2.89 -0.01 -4.42 0.149
C -3.41 -0.63 -5.46 -0.317
N -4.07 -0.02 -6.48 0.257
H -2.93 -3.84 -6.46 0.116
H -3.54 -2.56 -7.45 0.101
H -4.56 -3.27 -6.18 0.098
H -1.15 -2.56 -4.67 0.177
H -2.51 -3.02 -3.60 0.162
H -4.16 0.99 -6.45 0.137
H -4.36 -0.55 -7.27 0.113



96
Properties=species:S:1:pos:R:3:lowdin_charge:R:1 method="wB97M-V/def2-TZVPD" homo_lumo_gap_ha=0.27980 lumo_energy_ev=-5.0 total_charge=+2
Bi 0.34 0.20 -0.09 1.860
O -1.43 0.66 -1.77 -0.477
P -2.92 0.74 -1.66 0.765
C -3.45 0.67 0.10 -0.272
P -2.75 -0.80 0.96 0.804
O -1.42 -1.26 0.40 -0.568
C -3.97 -2.11 0.73 -0.273
C -3.57 -3.37 0.29 -0.083
C -4.50 -4.40 0.22 -0.053
C -5.82 -4.17 0.58 -0.049
C -6.22 -2.92 1.01 -0.051
C -5.30 -1.89 1.09 -0.075
C -2.70 -0.47 2.74 -0.280
C -1.64 -0.96 3.49 -0.079
C -1.57 -0.71 4.84 -0.049
C -2.56 0.03 5.46 -0.048
C -3.63 0.52 4.73 -0.056
C -3.70 0.27 3.36 -0.097
C -3.49 2.34 -2.28 -0.285
C -2.96 2.72 -3.51 -0.079
C -3.23 3.97 -4.03 -0.057
C -4.04 4.85 -3.33 -0.052
C -4.58 4.47 -2.11 -0.059
C -4.31 3.22 -1.58 -0.073
C -3.66 -0.62 -2.59 -0.271
C -2.99 -1.84 -2.58 -0.093
C -3.44 -2.87 -3.38 -0.060
C -4.54 -2.69 -4.20 -0.051
C -5.21 -1.48 -4.20 -0.056
C -4.78 -0.44 -3.39 -0.062
H -4.54 0.62 0.15 0.076
H -3.10 1.58 0.58 0.059
H -2.55 -3.53 0.01 0.092
H -4.19 -5.38 -0.11 0.114
H -6.53 -4.97 0.52 0.116
H -7.25 -2.74 1.29 0.115
H -5.61 -0.92 1.44 0.096
H -0.87 -1.54 2.99 0.059
H -0.74 -1.09 5.42 0.112
H -2.51 0.22 6.52 0.116
H -4.41 1.09 5.21 0.117
H -4.53 0.66 2.79 0.106
H -2.31 2.03 -4.03 0.111
H -2.81 4.26 -4.98 0.112
H -4.25 5.83 -3.73 0.116
H -5.20 5.16 -1.55 0.114
H -4.74 2.94 -0.63 0.100
H -2.10 -1.94 -1.97 0.090
H -2.91 -3.82 -3.38 0.112
H -4.87 -3.49 -4.85 0.114
H -6.06 -1.33 -4.85 0.115
H -5.29 0.52 -3.40 0.111
Cl -0.09 5.94 4.72 0.718
C -0.26 4.48 3.83 -0.665
C -1.55 3.99 3.56 -0.051
C -1.71 2.85 2.82 0.004
C -0.61 2.14 2.28 -0.308
O -0.85 1.06 1.57 -0.333
C 0.70 2.62 2.59 -0.125
C 1.88 1.95 2.20 -0.162
O 2.03 1.01 1.39 -0.215
C 0.83 3.79 3.37 -0.037
H -2.41 4.51 3.95 0.120
H -2.69 2.46 2.62 0.095
H 2.80 2.29 2.71 0.148
H 1.83 4.15 3.58 0.121
O 1.88 0.97 -2.33 -0.065
C 2.04 -0.24 -2.53 -0.655
O 1.76 -1.16 -1.75 -0.151
C 2.70 -0.58 -3.91 -0.153
N 2.78 0.73 -4.61 0.071
C 4.20 1.03 -4.92 -0.103
C 4.94 0.27 -3.83 -0.136
C 4.15 -1.04 -3.74 -0.105
H 2.09 -1.31 -4.44 0.167
H 2.41 1.35 -3.81 0.152
H 2.16 0.81 -5.42 0.189
H 4.38 2.10 -4.90 0.139
H 4.45 0.64 -5.91 0.140
H 4.88 0.81 -2.89 0.125
H 5.98 0.11 -4.08 0.129
H 4.29 -1.55 -2.79 0.122
H 4.44 -1.72 -4.53 0.129
C 3.10 -3.03 0.37 -0.266
Sb 1.36 -2.05 1.21 1.376
C 2.05 -1.73 3.24 -0.253
C 0.16 -3.84 1.49 -0.251
H 3.48 -3.76 1.07 0.020
H 3.86 -2.29 0.15 0.008
H 2.80 -3.52 -0.55 0.011
H 1.91 -2.64 3.82 0.020
H 1.48 -0.92 3.70 -0.007
H 3.10 -1.46 3.21 0.017
H 0.66 -4.49 2.21 0.022
H 0.09 -4.35 0.54 0.017
H -0.83 -3.58 1.85 -0.012



96
Properties=species:S:1:pos:R:3:lowdin_charge:R:1 method="wB97M-V/def2-TZVPD" homo_lumo_gap_ha="0.14149 / 0.13619" lumo_energy_ev="4.3 / 4.3" relative_energy_kj_mol=76.5 total_charge=-2
Cd 0.84 -0.42 -0.29 1.386
Cl 0.97 -7.85 -1.22 0.550
C 0.67 -6.12 -1.22 -0.720
C -0.25 -5.60 -2.10 -0.170
C -0.49 -4.23 -2.05 -0.057
C 0.16 -3.37 -1.16 -0.446
O -0.21 -2.12 -1.15 -0.276
C 1.15 -3.93 -0.26 -0.210
C 1.89 -3.23 0.71 -0.187
N 1.95 -1.91 0.91 -0.120
C 2.58 -1.37 1.97 -0.298
C 2.94 -2.10 3.15 -0.089
C 3.63 -1.51 4.17 -0.165
C 4.04 -0.18 4.09 -0.115
C 3.70 0.59 2.99 -0.221
C 4.11 1.94 2.84 -0.102
C 3.70 2.65 1.72 -0.161
C 2.88 2.05 0.79 -0.236
N 2.48 0.76 0.89 -0.032
C 2.90 0.03 1.94 -0.223
C 1.36 -5.33 -0.33 -0.117
H -0.78 -6.24 -2.80 0.078
H -1.21 -3.80 -2.73 0.098
H 2.51 -3.86 1.36 0.093
H 2.62 -3.13 3.25 0.075
H 3.85 -2.09 5.07 0.079
H 4.62 0.26 4.89 0.080
H 4.74 2.39 3.59 0.081
H 4.02 3.68 1.56 0.080
H 2.53 2.59 -0.08 0.064
H 2.09 -5.77 0.34 0.094
N -2.28 0.21 0.00 0.115
C -2.74 -0.30 -1.20 -0.266
C -3.48 -1.48 -1.22 -0.040
C -4.08 -1.93 -2.37 -0.106
C -3.97 -1.20 -3.54 -0.115
C -3.25 -0.02 -3.53 -0.077
C -2.61 0.45 -2.39 -0.156
C -2.00 1.80 -2.35 -0.148
C -2.90 2.83 -2.62 -0.047
C -2.60 4.16 -2.40 -0.114
C -1.37 4.46 -1.84 -0.111
C -0.44 3.46 -1.64 -0.074
C -0.67 2.11 -1.96 -0.225
H -2.24 -0.49 0.73 0.006
H -1.42 0.74 -0.07 0.025
H -3.58 -2.04 -0.30 0.099
H -4.64 -2.86 -2.37 0.094
H -4.43 -1.54 -4.46 0.086
H -3.18 0.57 -4.44 0.110
H -3.88 2.55 -3.00 0.108
H -3.31 4.94 -2.64 0.084
H -1.12 5.49 -1.59 0.092
H 0.53 3.75 -1.24 0.102
Cl -0.82 -2.01 1.99 0.642
C -1.47 -3.53 1.37 -0.976
Cl -2.84 -4.09 2.34 0.495
H -0.69 -4.29 1.40 0.033
H -1.81 -3.38 0.34 0.011
C -1.08 2.79 1.87 -0.180
N -0.51 1.61 2.49 -0.075
C -1.52 0.99 3.34 -0.217
N -2.02 1.91 4.37 -0.093
C -2.56 3.08 3.69 -0.195
N -1.57 3.75 2.86 -0.089
C -0.45 4.12 3.72 -0.193
N 0.15 2.97 4.38 -0.083
C 0.59 2.03 3.35 -0.167
C -0.88 2.33 5.18 -0.195
H -1.92 2.50 1.23 0.113
H -0.32 3.28 1.26 0.119
H -1.09 0.12 3.83 0.097
H -2.37 0.67 2.72 0.106
H -2.93 3.78 4.44 0.116
H -3.39 2.76 3.05 0.124
H -0.80 4.83 4.48 0.116
H 0.32 4.61 3.10 0.124
H 1.03 1.16 3.83 0.132
H 1.36 2.52 2.74 0.099
H -1.24 3.03 5.94 0.116
H -0.46 1.45 5.66 0.124
C 1.63 1.89 -4.00 -0.067
C 0.97 0.69 -3.29 -0.609
C 2.03 -0.41 -3.13 -0.091
C -0.13 0.14 -4.21 -0.055
C 0.48 1.20 -1.91 -0.226
H 1.86 1.66 -5.05 0.069
H 2.57 2.15 -3.50 0.077
H 0.98 2.76 -3.97 0.073
H 2.53 -0.60 -4.08 0.076
H 1.56 -1.34 -2.80 0.057
H 2.79 -0.11 -2.39 0.073
H 0.31 -0.22 -5.14 0.081
H -0.85 0.92 -4.45 0.071
H -0.64 -0.68 -3.72 0.078
H 1.32 1.80 -1.56 0.033



| no. | strongest force on any atom (eV/A) |
| --- | --- |
| 1 | 3.32 |
| 2 | 1.26 |
| 3 | 4.58 |
| 4 | 3.24 |
| 5 | 1.14 |